<P>
{
  "formula": "C4H11NO",
  "method": "ωB97M-V/def2-TZVPD",
  "species": ["C", "C", "H", "H", "H", "H", "H", "H", "C", "C", "O", "N", "H", "H", "H", "H", "H"],
  "xyz": [[1.822, 0.935, -1.475], [1.981, -0.548, -1.778], [2.548, 1.234, -0.713], [2.200, 1.523, -2.320], [0.807, 1.192, -1.204], [1.547, -1.115, -0.948], [1.398, -0.804, -2.663], [3.029, -0.836, -1.793], [-1.866, 0.564, -0.051], [-1.064, -0.033, 1.101], [-0.630, 0.521, 2.081], [-0.649, -1.324, 0.784], [-2.442, -0.224, -0.537], [-1.175, 0.942, -0.795], [-0.160, -1.870, 1.461], [-1.093, -1.868, 0.092], [-2.586, 1.277, 0.335]],
  "charge": 0,
  "homo_energy_ev": -9.99,
  "lumo_ha": 0.03105
}

***

<Q>
{
  "formula": "C4H11NO",
  "method": "ωB97M-V/def2-TZVPD",
  "species": ["C", "N", "C", "H", "H", "H", "H", "H", "H", "H", "C", "C", "O", "H", "H", "H", "H"],
  "xyz": [[2.138, 0.289, -1.210], [2.101, 1.445, -0.293], [1.348, 2.558, -0.875], [2.893, -0.408, -0.862], [1.200, -0.260, -1.249], [2.322, 0.654, -2.228], [3.082, 1.711, -0.276], [1.999, 3.340, -1.267], [0.722, 3.080, -0.147], [0.704, 2.231, -1.692], [-2.088, -2.560, 1.895], [-2.959, -1.612, 1.588], [-3.786, -1.586, 0.508], [-1.685, -2.726, 2.887], [-1.612, -3.312, 1.279], [-2.935, -0.668, 2.118], [-3.443, -2.176, -0.174]],
  "charge": 0,
  "homo_energy_ev": -8.95,
  "lumo_ha": 0.03123
}

***

Relative energy of each structure, in kJ/mol: <P> 0.0; <Q> 231.5.